(1)
{
  "formula": "C4H10N2O",
  "method": "the ωB97M-V functional and the def2-TZVPD basis",
  "species": ["C", "N", "C", "C", "N", "C", "O", "H", "H", "H", "H", "H", "H", "H", "H", "H", "H"],
  "positions_angstrom": [[1.7493, -0.1460, -1.6391], [0.9128, -0.6658, -0.5547], [0.7126, 0.3156, 0.5765], [-0.4983, -0.2774, 1.3601], [-1.6691, -0.3920, 0.5374], [-2.4912, 0.6763, 0.3269], [-2.2440, 1.8336, 0.5917], [1.1122, 0.3155, -2.3871], [2.3250, -0.9162, -2.1446], [2.5303, 0.5288, -1.2669], [1.3882, -1.4616, -0.1250], [0.4951, 1.2459, 0.0727], [1.5959, 0.4145, 1.2064], [-0.1836, -1.2966, 1.5839], [-0.6169, 0.3426, 2.2414], [-1.6400, -1.0124, -0.2582], [-3.4783, 0.4953, -0.1212]],
  "forces_ev_per_angstrom": [[0.304, -0.035, 0.349], [0.740, -0.002, 0.957], [-0.810, -1.582, -1.447], [1.932, 0.652, -1.146], [-1.120, 0.404, 0.132], [-0.125, 1.025, -0.316], [0.318, -0.064, 0.727], [0.108, 0.389, -0.033], [-0.273, -0.464, -0.004], [-0.247, 0.368, -0.135], [-0.144, 0.091, -0.337], [-0.276, 0.485, 0.349], [0.113, 0.074, 0.111], [-0.161, 0.032, 0.574], [-0.682, -0.236, 0.186], [0.162, -0.379, 0.331], [0.159, -0.758, -0.298]],
  "orbital_gap_ev": 10.3,
  "lumo_energy_ev": 0.978,
  "e_above_lowest_ev": 1.640,
  "homo_ha": -0.343,
  "smiles": "CNCCNC=O",
  "max_force_ha_per_bohr": 0.045
}

(2)
{
  "formula": "C4H10N2O",
  "method": "the ωB97M-V functional and the def2-TZVPD basis",
  "species": ["N", "C", "C", "C", "C", "N", "O", "H", "H", "H", "H", "H", "H", "H", "H", "H", "H"],
  "positions_angstrom": [[-1.0536, 1.7050, 1.9178], [-0.1667, 0.5612, 1.8084], [0.4890, 0.4729, 0.4090], [-0.3478, -0.2539, -0.6600], [0.4374, -1.4550, -1.2537], [0.7266, -1.2576, -2.6420], [0.8443, -2.3828, -0.6139], [-2.0016, 1.7970, 1.6164], [-0.6198, 2.5215, 2.3070], [-0.5617, -0.3735, 2.1524], [0.7180, 0.7637, 2.4223], [1.3334, -0.2533, 0.5736], [0.9388, 1.4096, 0.1326], [-0.4421, 0.4077, -1.5384], [-1.3258, -0.7046, -0.3960], [1.1373, -2.0724, -3.0657], [-0.1057, -0.8855, -3.1698]],
  "forces_ev_per_angstrom": [[0.572, 0.037, 0.849], [0.951, 1.789, -1.201], [0.213, -3.220, 1.237], [0.435, -0.170, -1.772], [-0.090, 1.445, -1.112], [-1.724, 0.121, 0.659], [0.255, -0.378, 0.117], [0.029, -0.407, -0.140], [-0.367, 0.065, -0.101], [-0.516, -0.544, -0.049], [-0.436, 0.082, 0.482], [-0.349, 0.804, -0.063], [-0.271, 0.431, -0.362], [-0.635, -0.053, 0.526], [0.407, 0.744, 0.380], [0.002, -0.239, -0.173], [1.524, -0.507, 0.723]],
  "orbital_gap_ev": 9.6,
  "lumo_energy_ev": 0.943,
  "e_above_lowest_ev": 1.438,
  "homo_ha": -0.318,
  "smiles": "NCCCC(N)=O",
  "max_force_ha_per_bohr": 0.067
}

(3)
{
  "formula": "C4H10N2O",
  "method": "the ωB97M-V functional and the def2-TZVPD basis",
  "species": ["C", "N", "C", "N", "H", "H", "H", "H", "H", "H", "C", "C", "O", "H", "H", "H", "H"],
  "positions_angstrom": [[-2.2264, 1.3361, 0.1279], [-2.6319, 0.3583, 1.1206], [-1.9833, -0.7213, 1.2191], [-0.8791, -1.1407, 0.4992], [-2.2591, 2.3245, 0.5827], [-2.9448, 1.3181, -0.6923], [-1.2256, 1.1757, -0.2871], [-2.3440, -1.4528, 1.9387], [-0.2048, -0.4513, 0.2023], [-0.4331, -1.9517, 0.8950], [3.2257, -0.5959, -0.3126], [2.2867, -0.1175, -1.1140], [1.3160, 0.7308, -0.6391], [3.9378, -1.2963, -0.7185], [3.2717, -0.2979, 0.7229], [2.2219, -0.3734, -2.1649], [0.8722, 1.1552, -1.3799]],
  "forces_ev_per_angstrom": [[0.068, -0.149, 0.196], [-0.115, 0.117, -0.083], [-0.011, 0.034, 0.050], [0.092, -0.277, 0.181], [0.015, 0.074, -0.066], [-0.016, 0.052, -0.068], [-0.051, 0.125, -0.019], [-0.011, -0.088, -0.004], [-0.044, 0.107, -0.097], [0.041, -0.015, -0.036], [-0.250, 0.003, -0.354], [0.156, 0.028, 0.274], [0.021, 0.032, -0.188], [0.098, -0.003, 0.102], [0.054, -0.044, 0.102], [-0.035, -0.011, -0.011], [-0.014, 0.012, 0.020]],
  "orbital_gap_ev": 9.5,
  "lumo_energy_ev": 0.637,
  "e_above_lowest_ev": 2.416,
  "homo_ha": -0.327,
  "smiles": "C/N=C\\N.C=CO",
  "max_force_ha_per_bohr": 0.008
}